The following is a quantum chemistry calculation of a structure of composition C25H21FN7S2Ti in a non-equilibrium geometry, from the OMol25 dataset.

Structure (XYZ):
```
57
Properties=species:S:1:pos:R:3:lowdin_charge:R:1
Ti 0.966 0.257 -0.208 0.999
C 3.453 2.878 4.800 -0.460
S 3.698 1.234 4.102 0.729
C 2.597 1.394 2.660 -1.167
S 2.997 2.505 1.445 0.528
N 1.545 0.641 2.821 -0.087
N 0.640 0.577 1.744 -0.154
C -0.617 0.661 2.148 -0.094
C -1.650 0.563 1.169 -0.266
C -3.010 0.737 1.460 -0.022
C -3.928 0.670 0.443 -0.076
C -3.487 0.432 -0.864 -0.065
C -2.141 0.274 -1.077 -0.101
N -1.234 0.337 -0.093 0.023
H 4.154 2.994 5.630 0.018
H 2.433 2.983 5.166 0.026
H 3.660 3.625 4.033 -0.001
H -0.828 0.868 3.187 0.122
H -3.305 0.922 2.486 0.112
H -4.983 0.801 0.647 0.100
H -4.176 0.381 -1.694 0.098
H -1.748 0.096 -2.071 0.117
C -1.315 -4.163 2.335 -0.122
C -1.850 -4.062 1.055 -0.104
C -1.229 -3.275 0.092 -0.047
C -0.057 -2.572 0.386 -0.284
C 0.470 -2.675 1.672 -0.031
C -0.154 -3.458 2.635 -0.090
N 0.548 -1.701 -0.551 -0.059
C 0.699 -2.063 -1.875 -0.233
C 0.722 -3.372 -2.383 -0.038
C 0.871 -3.599 -3.744 -0.113
C 0.987 -2.539 -4.645 -0.125
C 0.987 -1.239 -4.169 -0.042
C 0.873 -1.001 -2.806 -0.218
N 0.848 0.261 -2.210 -0.126
N 0.687 1.343 -2.946 0.079
C 0.480 2.416 -2.125 -0.332
C 0.093 3.645 -2.697 -0.027
C -0.281 4.673 -1.878 -0.085
C -0.239 4.503 -0.486 -0.076
C 0.195 3.303 0.009 -0.170
N 0.552 2.261 -0.776 -0.003
H -1.800 -4.772 3.088 0.087
H -2.764 -4.592 0.806 0.093
H -1.659 -3.182 -0.899 0.112
H 1.374 -2.130 1.910 0.106
H 0.277 -3.519 3.628 0.099
H 0.639 -4.203 -1.693 0.106
H 0.898 -4.620 -4.112 0.091
H 1.088 -2.731 -5.706 0.085
H 1.090 -0.391 -4.833 0.097
H 0.073 3.717 -3.778 0.105
H -0.613 5.614 -2.303 0.099
H -0.513 5.297 0.194 0.097
H 0.292 3.144 1.067 0.072
F 2.697 -0.149 -0.191 -0.377
```

Output
- largest force on an atom (eV Å⁻¹) = 1.370
- charge = -1
- LUMO level (spin up / spin down) (eV) = 2.50 / 1.72
- energy relative to the best compared isomer or geometry (same formula, charge and spin) (kJ/mol) = 67.0
- 2S+1 = 3
- frontier orbital gap (spin up / spin down) (eV) = 5.97 / 6.06